Entry 1:
This record from OMol25 describes a 8-piece molecular cluster, C19H33Cl3O26S5 overall. The level of theory is ωB97M-V with the def2-TZVPD basis set.

Each line ends with the Mulliken charge.
Positions of all 86 atoms, in Å:
H1 13.291 3.762 1.374  0.141
S1 14.099 4.632 -4.954  0.931
C1 8.237 10.820 -3.640  -0.222
O1 11.128 -2.027 -1.169  -0.590
H2 12.355 11.208 -1.040  0.228
H3 15.049 2.587 -6.481  0.295
O2 15.268 4.309 -4.218  -0.612
O3 12.329 -0.419 -2.602  -0.338
H4 6.694 1.658 -2.511  0.202
H5 5.460 1.780 -0.587  0.339
C2 12.648 10.793 -0.079  -0.221
S2 7.154 8.739 -4.526  1.196
O4 5.461 3.840 -0.838  -0.420
Cl1 10.890 4.947 -1.414  0.117
C3 12.511 3.592 3.363  -0.581
H6 11.022 9.313 -0.084  0.199
O5 11.652 2.473 3.184  -0.369
O6 14.549 5.210 -6.379  -0.330
C4 12.091 1.445 -1.117  0.578
C5 14.061 2.961 -6.752  -0.407
C6 12.039 9.455 0.285  -0.067
C7 7.059 2.468 -1.878  0.447
O7 12.118 11.709 0.906  -0.348
C8 8.505 2.282 -1.559  -0.998
H7 14.777 4.326 -8.273  0.334
O8 10.174 11.042 2.243  -0.541
H8 5.723 4.143 -6.618  0.391
C9 10.484 6.344 -2.392  0.313
C10 8.016 11.031 -5.149  -0.276
C11 6.943 5.263 -5.218  -0.326
O9 9.914 -0.244 -2.349  -0.455
H9 13.827 0.944 -2.377  0.357
O10 11.465 0.316 -0.538  -0.308
O11 9.387 2.762 -4.477  -0.415
C12 5.937 4.477 -1.943  0.509
O12 9.953 2.016 1.792  -0.460
S3 8.783 3.628 -5.409  0.952
O13 9.524 4.016 -6.541  -0.646
H10 13.646 6.092 2.105  0.488
H11 10.254 6.018 -3.397  -0.004
H12 12.135 4.264 4.136  0.317
C13 14.109 4.321 -7.414  -0.334
O14 8.221 4.902 -4.665  0.062
O15 7.292 9.889 -5.629  -0.391
O16 12.007 9.476 1.718  -0.280
H13 12.661 8.639 -0.066  0.192
H14 8.672 1.426 -0.906  0.358
H15 5.639 3.546 -5.009  0.171
H16 12.859 1.942 -0.532  0.245
C14 10.829 2.729 2.130  0.492
H17 12.396 1.574 -3.257  0.154
Cl2 11.851 7.484 -2.436  -0.185
H18 7.907 11.669 -3.053  0.304
O17 13.445 3.298 -5.475  -0.222
H19 8.974 11.050 -5.666  0.263
O18 5.855 8.202 -4.489  -0.606
S4 11.575 10.938 2.191  1.079
C15 6.340 3.969 -5.735  -0.313
H20 9.251 10.504 -3.402  0.204
H21 13.403 2.254 -7.238  0.311
C16 6.152 2.621 -0.627  -0.461
H22 7.101 6.002 -6.003  0.420
H23 6.329 5.757 -4.470  0.073
H24 13.506 3.259 3.649  0.329
H25 13.736 10.791 0.000  0.301
H26 9.148 2.276 -2.439  0.223
H27 6.750 2.601 0.284  0.263
O19 7.404 9.692 -3.302  -0.316
O20 6.852 3.722 -2.569  -0.121
H28 8.987 3.092 -1.000  0.230
O21 8.245 7.845 -4.716  -0.444
S5 11.073 -0.725 -1.691  0.992
Cl3 9.107 7.192 -1.672  -0.224
C17 12.504 4.233 1.969  0.634
O22 5.573 5.556 -2.302  -0.537
O23 11.177 3.898 1.543  -0.149
O24 7.410 3.051 -5.938  -0.378
H29 7.421 11.900 -5.412  0.287
C18 12.744 0.937 -2.444  -0.231
H30 12.268 6.108 0.995  0.029
O25 13.129 5.465 -4.347  -0.236
H31 11.973 6.192 2.700  0.368
C19 12.628 5.735 1.957  -1.234
O26 12.335 11.294 3.319  -0.532
H32 13.107 4.629 -7.692  0.275
H33 11.322 2.176 -1.372  -0.463

Properties
Energy relative to the best compared isomer or geometry (same formula, charge and spin) ... 0.00 kcal per mole
HOMO level ... -10.8 eV
Spin multiplicity ... 1
SMILES ... C[C@H]1COC(=O)O1.C[C@H]1COC(=O)O1.O=S1(=O)OCCO1.O=S1(=O)OCCO1.O=S1(=O)OCCO1.O=S1(=O)OCCO1.O=S1(=O)OCCO1.ClC(Cl)Cl

Entry 2:
This record from OMol25 describes a 15-piece molecular cluster, C4H37NO15S overall. The level of theory is ωB97M-V with the def2-TZVPD basis set.

Each line ends with the Mulliken charge.
Positions of all 58 atoms, in Å:
O1 4.310 0.448 -0.500  -0.721
H1 -0.801 -4.674 -0.970  0.324
H2 0.012 -2.233 1.266  0.048
H3 2.520 -1.919 0.392  0.364
H4 2.647 0.500 -2.285  0.428
C1 1.644 0.071 -2.337  -1.203
O2 1.772 -3.311 -0.588  -0.625
O3 -3.420 -0.925 -1.276  -0.656
H5 3.748 1.233 -0.314  0.452
S1 -0.744 -1.397 3.288  -0.275
H6 2.049 0.376 1.662  0.183
H7 -1.603 -0.425 3.609  0.089
H8 -3.575 -0.454 -2.115  0.365
O4 0.010 3.108 1.911  -0.776
H9 0.830 2.589 1.790  0.281
H10 5.063 0.468 0.105  0.293
H11 1.750 -3.496 -1.538  0.265
O5 1.326 0.912 4.725  -0.654
H12 2.512 -3.831 -0.232  0.288
H13 -1.622 2.499 2.761  0.330
O6 -0.888 -4.465 -1.915  -0.674
O7 -4.184 1.652 0.436  -0.687
O8 -2.115 1.661 2.705  -0.502
H14 -1.644 -2.008 1.139  0.464
H15 0.518 -1.365 -0.653  -0.255
C2 -0.559 -0.200 0.729  0.943
H16 2.060 1.245 2.978  0.300
H17 -0.335 -2.688 -2.599  0.296
N1 0.081 -0.459 -0.557  1.088
H18 -1.806 -4.174 -1.992  0.330
C3 -0.751 -1.487 1.501  -0.489
O9 -0.358 -1.836 -3.057  -0.562
H19 -4.456 1.185 -0.365  0.351
H20 2.947 2.878 -1.432  0.343
O10 0.532 1.717 -0.966  -0.912
H21 -2.432 0.920 -2.875  0.455
H22 -2.722 -0.473 -0.792  0.271
H23 -3.877 0.940 1.013  0.305
H24 1.403 -0.004 5.009  0.296
H25 -3.061 1.815 2.747  0.222
H26 -2.868 2.167 -0.862  0.355
H27 -0.092 0.596 1.297  -0.370
H28 -0.475 2.947 1.093  0.390
C4 0.775 0.528 -1.189  0.773
H29 -1.286 2.048 -1.114  0.283
H30 0.430 1.187 4.974  0.302
H31 3.247 -0.569 0.596  0.421
O11 -2.684 0.422 -3.675  -0.725
H32 1.764 -1.000 -2.391  0.221
O12 -2.163 2.113 -1.534  -0.810
H33 -1.219 -1.419 -3.121  0.295
O13 2.112 1.280 2.010  -0.543
H34 -1.549 0.216 0.536  -0.436
H35 -2.001 0.302 -4.336  0.294
O14 3.062 2.887 -0.479  -0.757
H36 2.224 2.682 -0.052  0.367
H37 1.197 0.478 -3.240  0.288
O15 2.742 -1.258 1.081  -0.731

Properties
Energy relative to the best compared isomer or geometry (same formula, charge and spin) ... 0.00 kcal per mole
HOMO level ... -9.2 eV
Spin multiplicity ... 1

Entry 3:
This record from OMol25 describes C59H53As2FeN5SbSe4 as an isolated structure. The level of theory is ωB97M-V with the def2-TZVPD basis set.

Each line ends with the Mulliken charge.
Positions of all 125 atoms, in Å:
H1 -3.555 -2.934 2.379  0.279
H2 -0.982 -3.664 -2.832  0.215
C1 -0.492 -2.918 -3.424  -0.651
C2 -2.471 1.037 0.452  0.297
H3 -4.537 3.446 -1.862  0.381
C3 -0.010 4.739 4.363  -0.523
N1 -0.143 -1.498 -1.439  0.236
Se1 4.594 -2.751 3.313  -0.704
H4 -2.825 -1.358 -3.618  0.352
C4 -2.672 2.490 -1.563  -0.388
C5 0.055 -5.044 -0.063  0.426
C6 1.394 1.513 -1.827  -0.593
C7 -1.547 -6.596 -1.674  -1.129
H5 -2.203 -7.207 -2.288  0.303
H6 -4.023 -4.907 -1.387  0.365
H7 -8.040 -2.062 -0.361  0.366
C8 -3.759 -1.433 -1.679  1.099
H8 -2.740 2.083 2.944  0.519
H9 1.900 2.878 -3.370  0.569
C9 2.284 2.106 -2.718  -1.184
H10 -3.175 -3.810 -2.462  -0.087
C10 -0.393 -7.158 -1.157  0.773
H11 -6.038 -3.356 0.764  0.375
C11 -0.008 -8.583 -1.458  -1.634
C12 -7.463 -2.253 -1.268  -1.696
H12 -2.194 2.902 -2.441  0.450
H13 3.738 0.836 2.125  0.499
H14 -1.901 3.659 1.168  0.334
As1 0.894 2.116 1.357  2.482
C13 -5.406 -2.804 0.073  -1.028
C14 2.432 2.961 5.072  -0.885
C15 3.058 0.153 -0.981  -0.392
C16 -3.538 -3.574 1.494  -2.027
As2 -1.226 -2.434 -0.301  1.254
H15 -5.582 2.408 0.157  0.448
C17 -2.972 -0.714 -2.746  -0.908
C18 2.191 2.160 2.814  0.689
H16 -5.566 -0.915 -2.701  0.327
C19 -1.902 -5.264 -1.450  0.547
H17 -1.522 6.246 4.543  0.368
C20 -1.549 -1.189 4.578  -1.104
H18 -1.158 -2.094 5.026  0.620
C21 -1.069 -4.445 -0.660  0.441
H19 -2.532 -3.968 1.378  0.212
C22 0.909 -4.295 0.928  -0.804
H20 -0.768 -9.074 -2.066  0.345
Sb1 2.281 -2.188 3.636  1.414
C23 -1.915 1.627 -0.727  0.340
H21 -1.654 -0.126 6.438  0.380
C24 0.928 4.533 -0.312  0.144
H22 3.300 -0.635 -0.277  0.444
C25 -0.395 -3.127 -4.788  -0.568
H23 1.281 -6.781 0.129  0.409
H24 0.323 -2.375 -6.682  0.354
C26 -3.852 1.354 0.735  -0.137
C27 -1.675 -1.106 3.201  -0.353
H25 2.060 3.541 5.909  0.387
H26 4.771 4.761 -0.539  0.423
C28 -2.329 1.063 4.772  -0.694
C29 4.062 1.449 4.145  -0.849
C30 3.383 1.463 2.934  -0.590
H27 -7.776 -1.544 -2.035  0.406
C31 -2.001 0.099 2.575  -0.472
C32 0.256 -2.218 -5.613  -0.915
C33 -3.196 -4.832 -2.096  -1.212
H28 -3.507 0.179 -3.073  0.634
N2 1.791 0.563 -0.959  1.551
C34 -0.211 3.280 2.461  0.207
C35 0.470 3.672 3.610  0.205
C36 0.733 -0.901 -3.641  -0.009
C37 -4.032 -2.808 0.285  1.158
C38 -3.182 -2.144 -0.619  0.385
H29 0.895 6.374 -1.403  0.453
C39 -2.402 1.162 3.390  -0.386
C40 -1.156 5.408 3.963  -1.104
H30 -0.153 4.474 -0.276  0.221
C41 -1.835 5.013 2.815  -0.953
H31 0.262 -3.767 1.629  -0.194
C42 1.520 5.607 -0.963  -1.053
C43 0.034 -1.775 -2.783  0.295
H32 -1.985 -0.412 -2.416  -0.897
H33 0.116 -9.152 -0.534  0.351
H34 4.925 0.807 4.260  0.481
N3 0.054 1.901 -1.862  -1.474
H35 0.529 5.063 5.245  0.403
C44 -4.547 2.186 -0.078  -1.220
Se2 1.904 -1.849 6.051  -0.389
H36 3.364 6.532 -1.553  0.377
H37 -4.321 0.899 1.596  0.528
H38 5.009 0.305 -1.836  0.478
H39 1.574 -4.960 1.482  0.305
H40 -0.850 -4.018 -5.208  0.448
H41 1.364 -0.379 -5.606  0.428
C45 -3.957 2.777 -1.240  -0.965
C46 1.715 3.547 0.273  0.730
C47 3.996 0.680 -1.852  -1.268
H42 3.723 2.879 0.641  0.359
C48 -5.983 -2.150 -1.006  0.716
C49 3.596 1.684 -2.726  -0.793
N4 -0.608 1.332 -0.931  2.372
Se3 1.305 -0.876 1.923  -0.119
C50 2.903 5.695 -1.044  -0.649
H43 -3.419 -5.482 -2.944  0.512
C51 0.388 -6.367 -0.331  -1.134
H44 0.941 -8.622 -1.996  0.326
H45 -2.729 5.534 2.498  0.512
H46 -4.202 -4.418 1.692  0.550
N5 -1.707 0.244 1.194  0.981
H47 1.195 -0.013 -3.256  0.649
C52 3.692 4.707 -0.473  -0.874
Fe1 0.212 0.076 0.256  -0.654
H48 4.307 2.132 -3.409  0.455
H49 -1.406 -1.947 2.576  0.930
C53 3.100 3.644 0.194  -0.352
H50 1.517 -3.533 0.436  0.198
H51 4.061 2.124 6.180  0.382
H52 -2.607 1.922 5.372  0.434
C54 1.722 2.938 3.875  0.103
Se4 1.277 -3.983 5.045  -0.454
C55 0.832 -1.112 -5.008  -0.637
C56 -5.144 -1.448 -1.852  -1.094
C57 -1.843 -0.089 5.373  -1.023
H53 -7.717 -3.257 -1.614  0.294
C58 3.572 2.188 5.217  -0.955
C59 -1.357 3.951 2.059  -0.502

Properties
Net charge ... -1
Energy relative to the best compared isomer or geometry (same formula, charge and spin) ... 0.00 kcal per mole
HOMO level ... -4.3 eV
Spin multiplicity ... 1

Entry 4:
This record from OMol25 describes C5H8O2 in the gas phase. The level of theory is ωB97M-V with the def2-TZVPD basis set.

Each line ends with the Mulliken charge.
Positions of all 15 atoms, in Å:
H1 -1.564 -0.035 -1.358  0.198
O1 1.936 -0.716 0.689  -0.541
H2 -0.822 1.841 0.215  0.274
C1 1.252 0.409 -1.280  -1.274
H3 0.484 0.766 -1.956  0.221
H4 -2.450 -0.821 0.039  0.270
H5 -1.768 1.039 1.577  0.280
C2 0.966 -0.184 -0.120  0.975
C3 -1.220 0.927 0.647  -0.771
C4 -0.378 -0.316 0.528  0.887
H6 2.287 0.580 -1.566  0.240
O2 -0.434 -1.206 1.604  -0.601
C5 -1.632 -0.183 -0.283  -0.831
H7 2.767 -0.730 0.196  0.335
H8 0.453 -1.585 1.706  0.337

Properties
Energy relative to the best compared isomer or geometry (same formula, charge and spin) ... 42.32 kcal per mole
HOMO level ... -8.7 eV
Spin multiplicity ... 1
SMILES ... C=C(O)C1(O)CC1

- spin multiplicity of number 4 (C5H8O2)?
  1